Record 1
Molecular formula: C18H28N4O
Method: DFT, ωB97M-V with the def2-TZVPD basis set

XYZ file:
```
51
C18H28N4O (ωB97M-V with the def2-TZVPD basis set)
C -3.56330 -2.46104 -0.80272
C -2.57547 -2.97575 0.24362
C -1.10537 -2.44359 0.09032
H -0.92526 -2.57798 -0.96279
H -0.60433 -3.43342 0.48352
C -0.99692 -1.24747 0.76965
N -1.73300 -0.19625 0.26256
C -1.33217 0.58986 -1.19035
N -2.19641 1.54186 -1.49066
C -3.05765 1.48663 -0.41985
C -4.27788 2.53688 -0.23724
C -5.11167 2.22641 0.75381
C -4.67271 0.96990 1.68908
C -3.56515 0.42940 1.70391
C -2.80142 0.52006 0.41984
H -3.42586 -0.44234 2.53299
H -5.30311 0.86456 2.71255
H -5.92510 2.68363 1.08684
H -4.34848 3.20160 -1.05110
C -0.13361 0.26778 -1.75175
N 1.05323 0.26413 -1.14406
C 1.27168 1.71409 -0.44694
C 2.57474 1.70279 0.40601
N 3.66734 1.11136 -0.18209
C 3.45039 -0.11957 -1.04543
C 2.33909 -0.24147 -1.75974
H 2.04091 -1.46689 -2.08053
H 2.54470 0.50731 -2.66635
H 4.24683 -0.70665 -1.22644
H 3.26491 -1.00486 0.10853
C 5.00469 1.34052 0.27598
H 5.08804 2.27399 0.39224
C 5.21762 0.52304 1.68152
O 5.28664 -1.04105 1.50318
H 6.01006 -1.17015 0.93465
H 4.36654 0.84184 2.34965
H 6.10206 0.90184 1.99052
H 5.78110 0.93644 -0.10170
H 2.78888 2.64658 0.70357
H 2.19583 1.10237 1.32126
H 0.59223 1.93858 0.07155
H 1.48501 2.35263 -1.21500
H -0.16030 0.87305 -2.69367
H -0.25462 -0.93774 -2.23436
H -1.30320 -1.09663 1.70916
H 0.28612 -1.03399 0.59566
H -3.04709 -2.73224 1.24528
H -2.63685 -4.20517 0.28947
H -4.60006 -2.74632 -0.87009
H -3.79300 -1.31043 -0.85871
H -3.20868 -2.75815 -1.89534
```

Max |F| = 15.04 eV Å⁻¹
E = -996.35276 Eh
LUMO = 0.65 eV
Total charge = 0
Relative energy (zero: lowest compared OMol25 entry of this formula, charge and spin) = 1732.9 kJ/mol
HOMO = -7.618 eV
Orbital gap = 8.272 eV

Löwdin population analysis, charges in e, atoms 1 to 5: -0.14 -0.26 -0.24 0.09 0.15


Record 2
Molecular formula: C18H28N4O3RhS3SeTe
Method: DFT, ωB97M-V with the def2-TZVPD basis set

XYZ file:
```
59
C18H28N4O3RhS3SeTe (ωB97M-V with the def2-TZVPD basis set)
Rh -0.46074 0.83984 0.18599
Se 1.17439 -3.67072 0.99984
C 0.54378 -2.09405 0.56432
N 0.15439 -1.02368 0.29056
C 2.99963 1.20848 0.24622
Te 1.44540 1.57203 1.63909
C 1.88868 -0.16094 2.76541
H 2.88784 0.19726 -0.13999
H 3.94184 1.29782 0.78521
H 2.95492 1.95086 -0.54702
H 2.43132 0.16975 3.64808
H 2.48554 -0.82754 2.14833
H 0.95419 -0.63485 3.05113
C 0.21781 -3.23065 -2.56173
C -0.61870 -2.00600 -2.91683
C 0.20091 -0.90825 -3.59130
S 1.26556 -0.07024 -2.40090
O 0.33633 0.96565 -1.71853
C 2.29194 0.96035 -3.49084
C 1.76943 2.36936 -3.74917
C 0.49871 2.44866 -4.58559
H -0.40330 -3.99160 -2.09021
H 1.02211 -2.98845 -1.86997
H 0.66688 -3.66451 -3.45687
H -1.11648 -1.60209 -2.03080
H -1.41823 -2.28661 -3.60474
H -0.41098 -0.13605 -4.05515
H 0.87545 -1.33018 -4.34000
H 2.41201 0.39327 -4.41499
H 3.26441 0.99618 -2.99895
H 2.57711 2.90118 -4.25700
H 1.61441 2.87734 -2.79581
H 0.59486 1.88098 -5.51335
H 0.29384 3.48384 -4.85566
H -0.36454 2.07541 -4.03644
N -6.58670 2.11416 5.92924
C -5.40952 1.76563 5.34073
C -5.37726 0.76496 4.35196
C -4.19263 0.42130 3.74709
C -3.01574 1.08114 4.10589
C -3.02784 2.07059 5.08500
C -4.21405 2.41045 5.69629
S -1.52974 0.62902 3.33493
O -0.46665 1.46562 3.86088
O -1.33769 -0.78639 3.31964
N -1.77302 1.05248 1.75263
C -2.02258 2.36135 1.42027
S -3.02116 3.60323 2.03915
C -2.52262 4.61529 0.72285
C -1.65437 3.97826 -0.08906
N -1.37197 2.69825 0.32297
H -7.40703 1.55459 5.78069
H -6.58720 2.71586 6.73306
H -6.29276 0.25616 4.07815
H -4.16700 -0.36285 3.00112
H -2.10438 2.56169 5.36027
H -4.22719 3.17498 6.46269
H -2.89650 5.62092 0.63436
H -1.19640 4.37693 -0.97979
```

Max |F| = 0.25 eV Å⁻¹
E = -5121.75935 Eh
LUMO = -4.40 eV
Total charge = +1
Relative energy (zero: lowest compared OMol25 entry of this formula, charge and spin) = 0.0 kJ/mol
HOMO = -10.173 eV
Orbital gap = 5.772 eV

Löwdin population analysis, charges in e, atoms 1 to 5: 0.82 0.64 -0.95 -0.12 -0.39


Record 3
Molecular formula: C18H28N5O4S2Ti
Method: DFT, ωB97M-V with the def2-TZVPD basis set

XYZ file:
```
58
C18H28N5O4S2Ti (ωB97M-V with the def2-TZVPD basis set)
Ti 0.23165 -0.15191 -0.98860
N 2.20558 3.27618 -2.80756
C 1.96609 2.04690 -2.20182
S 1.46608 0.76146 -3.26604
N 2.17338 1.97364 -0.93263
N 1.95239 0.68996 -0.40866
C 2.93392 0.26377 0.40273
C 2.91014 -0.99512 1.04829
C 3.96017 -1.37330 1.92278
C 3.96559 -2.58026 2.59180
C 2.91240 -3.47768 2.42073
C 1.86544 -3.14413 1.56393
C 1.84186 -1.93078 0.87442
O 0.80905 -1.65814 0.08142
H 1.62797 3.44772 -3.60933
H 2.24501 4.03499 -2.14545
H 3.79253 0.91139 0.53730
H 4.78301 -0.67665 2.06364
H 4.79009 -2.82523 3.25291
H 2.90574 -4.42704 2.94326
H 1.03544 -3.82217 1.39655
C 0.72376 2.00628 2.37832
C -0.38104 2.82582 1.70692
N -0.83418 2.28578 0.43176
C -2.27545 2.20596 0.29411
C -2.89370 1.05709 1.10264
S -2.11472 -0.55445 0.83293
C -1.46513 -0.98474 2.46465
C -0.65116 0.09336 3.18534
N 0.43267 0.59557 2.39087
H 1.64765 2.13594 1.81533
H 0.89312 2.44266 3.38092
H -1.24872 2.88499 2.37093
H -0.01852 3.85675 1.61449
H -0.40208 2.72907 -0.36067
H -2.77807 3.12628 0.63283
H -2.51527 2.06842 -0.75717
H -2.85766 1.26880 2.17271
H -3.94913 0.98747 0.83572
H -2.27737 -1.32257 3.11334
H -0.82592 -1.84878 2.26161
H -1.30372 0.92097 3.46858
H -0.31849 -0.34806 4.13622
H 1.26037 0.02614 2.41812
C -1.76179 -1.31237 -4.69050
C -1.83563 -1.35335 -3.17259
C -2.80619 -2.40815 -2.67306
O -0.54493 -1.70648 -2.63195
C -2.27098 0.02974 -2.64515
O -3.37064 0.46788 -2.95362
O -1.41709 0.61690 -1.89008
H -1.46368 -2.29145 -5.07282
H -1.03362 -0.56408 -5.01323
H -2.73425 -1.04051 -5.10038
H -2.54611 -3.38130 -3.09361
H -3.82198 -2.14155 -2.95793
H -2.75186 -2.47116 -1.58498
H 0.13802 -1.24647 -3.15026
```

Max |F| = 0.37 eV Å⁻¹
E = -2923.46067 Eh
LUMO (spin up / spin down) = 2.67 / 2.67 eV
Total charge = -1
Relative energy (zero: lowest compared OMol25 entry of this formula, charge and spin) = 0.0 kJ/mol
HOMO (spin up / spin down) = -1.945 / -4.566 eV
Multiplicity = 3
Orbital gap (spin up / spin down) = 4.613 / 7.233 eV

Löwdin population analysis, charges in e, atoms 1 to 5: 0.92 0.02 -0.91 0.59 -0.03